1 | ORCA calculation (wB97M-V/def2-TZVPD) on a structure of composition C9H14S.

The geometry in ORCA input format:
```
! RIJCOSX wB97M-V def2-TZVPD def2/J DEFGRID3
* xyz 0 1
C 1.305 -2.409 -0.540
C 0.939 -0.079 0.128
C 1.611 -0.882 -0.730
C 1.189 1.275 0.129
C 2.094 1.899 -0.790
C 2.580 -0.333 -1.582
C 2.729 1.049 -1.745
H 0.394 -0.544 0.870
H 0.691 1.942 0.875
H 0.501 -2.675 -1.136
H 0.778 -2.600 0.454
H 2.217 2.941 -0.901
H 3.086 -1.023 -2.306
H 3.313 1.571 -2.467
H 2.143 -3.035 -0.698
C -2.296 0.044 0.825
C -2.836 0.717 2.052
S -4.029 -0.247 0.158
H -1.538 0.548 0.300
H -1.850 -0.897 1.078
H -2.141 0.510 2.838
H -4.221 0.006 -1.120
H -3.829 0.426 2.468
H -2.829 1.795 1.842
*
```

Computed properties:
LUMO (eV): 0.9
HOMO-LUMO gap (eV): 9.687
HOMO level (Ha): -0.3240

The natural (NBO) scheme yields these atomic charges, measured in e: number 1, C, carries -0.622; number 2, C, carries -0.251; number 3, C, carries 0.016; number 4, C, carries -0.197; number 5, C, carries -0.219; number 6, C, carries -0.227; number 7, C, carries -0.197; number 8, H, carries 0.205; number 9, H, carries 0.209; number 10, H, carries 0.219; number 11, H, carries 0.208; number 12, H, carries 0.212; number 13, H, carries 0.211; number 14, H, carries 0.216; number 15, H, carries 0.219; number 16, C, carries -0.462; number 17, C, carries -0.633; number 18, S, carries -0.105; number 19, H, carries 0.232; number 20, H, carries 0.198; number 21, H, carries 0.199; number 22, H, carries 0.121; number 23, H, carries 0.232; number 24, H, carries 0.217

2 | ORCA calculation (wB97M-V/def2-TZVPD) on a cluster of 2 separate species, C9H14S in total.

The geometry in ORCA input format:
```
! RIJCOSX wB97M-V def2-TZVPD def2/J DEFGRID3
* xyz 0 1
C 1.743 0.369 -3.448
C 1.908 0.697 -1.957
S 2.476 -1.198 -3.908
H 0.758 0.594 -3.852
H 2.326 1.170 -3.931
H 1.465 1.644 -1.671
H 1.361 -1.827 -4.305
H 2.976 0.585 -1.757
H 1.466 -0.068 -1.316
C -3.193 0.544 1.437
C 0.497 0.543 2.310
C -0.843 0.892 2.341
C 0.902 -0.652 1.758
C -1.829 0.031 1.866
C -0.086 -1.567 1.441
C -1.448 -1.284 1.521
H 1.221 1.223 2.744
H -1.136 1.807 2.843
H 1.943 -0.907 1.627
H 0.180 -2.601 1.237
H -4.008 -0.076 1.801
H -3.209 0.471 0.347
H -2.199 -1.997 1.216
H -3.271 1.607 1.655
*
```

Computed properties:
LUMO (eV): 0.8
HOMO-LUMO gap (eV): 9.807
HOMO level (Ha): -0.3293

The natural (NBO) scheme yields these atomic charges, measured in e: number 1, C, carries -0.542; number 2, C, carries -0.615; number 3, S, carries -0.034; number 4, H, carries 0.224; number 5, H, carries 0.208; number 6, H, carries 0.215; number 7, H, carries 0.127; number 8, H, carries 0.206; number 9, H, carries 0.211; number 10, C, carries -0.635; number 11, C, carries -0.199; number 12, C, carries -0.238; number 13, C, carries -0.233; number 14, C, carries 0.016; number 15, C, carries -0.201; number 16, C, carries -0.228; number 17, H, carries 0.212; number 18, H, carries 0.210; number 19, H, carries 0.218; number 20, H, carries 0.210; number 21, H, carries 0.219; number 22, H, carries 0.220; number 23, H, carries 0.211; number 24, H, carries 0.216

3 | ORCA calculation (wB97M-V/def2-TZVPD) on a cluster of 2 separate species, C9H14S in total.

The geometry in ORCA input format:
```
! RIJCOSX wB97M-V def2-TZVPD def2/J DEFGRID3
* xyz 0 1
C 2.893 -0.979 -0.008
C 3.283 -0.511 -1.396
S 4.076 -2.244 0.605
H 2.975 -0.188 0.738
H 1.847 -1.268 0.011
H 3.397 -1.383 -2.055
H 5.170 -1.452 0.485
H 4.266 -0.050 -1.468
H 2.560 0.124 -1.911
C -3.017 2.497 0.408
C -0.548 -0.321 1.051
C -1.168 0.929 1.087
C -1.080 -1.312 0.242
C -2.389 1.140 0.460
C -2.281 -1.092 -0.441
C -2.855 0.171 -0.438
H 0.321 -0.527 1.660
H -0.633 1.762 1.528
H -0.782 -2.347 0.378
H -2.752 -1.950 -0.904
H -4.015 2.443 -0.028
H -2.456 3.136 -0.288
H -3.726 0.357 -1.053
H -3.085 3.063 1.335
*
```

Computed properties:
LUMO (eV): 0.9
HOMO-LUMO gap (eV): 9.868
HOMO level (Ha): -0.3303

The natural (NBO) scheme yields these atomic charges, measured in e: number 1, C, carries -0.511; number 2, C, carries -0.626; number 3, S, carries -0.059; number 4, H, carries 0.208; number 5, H, carries 0.232; number 6, H, carries 0.214; number 7, H, carries 0.119; number 8, H, carries 0.206; number 9, H, carries 0.216; number 10, C, carries -0.632; number 11, C, carries -0.207; number 12, C, carries -0.216; number 13, C, carries -0.236; number 14, C, carries -0.015; number 15, C, carries -0.201; number 16, C, carries -0.205; number 17, H, carries 0.214; number 18, H, carries 0.210; number 19, H, carries 0.212; number 20, H, carries 0.213; number 21, H, carries 0.215; number 22, H, carries 0.220; number 23, H, carries 0.208; number 24, H, carries 0.222

4 | ORCA calculation (wB97M-V/def2-TZVPD) on a cluster of 2 separate species, C9H14S in total.

The geometry in ORCA input format:
```
! RIJCOSX wB97M-V def2-TZVPD def2/J DEFGRID3
* xyz 0 1
C 1.640 0.300 -3.666
C 2.450 0.863 -2.488
S 1.965 -1.476 -3.698
H 0.672 0.614 -3.589
H 2.000 0.626 -4.689
H 2.183 1.904 -2.262
H 0.915 -2.182 -3.494
H 3.632 0.864 -2.588
H 2.169 0.214 -1.625
C -3.001 0.657 1.170
C 0.243 0.373 2.729
C -0.789 1.017 2.116
C 0.540 -0.952 2.679
C -1.658 0.163 1.386
C -0.328 -1.801 1.908
C -1.381 -1.200 1.199
H 0.944 0.970 3.408
H -0.947 2.056 2.254
H 1.073 -1.315 3.525
H 0.023 -2.839 1.768
H -3.837 0.465 1.810
H -3.434 0.683 0.175
H -2.100 -1.803 0.685
H -2.972 1.799 1.286
*
```

Computed properties:
LUMO (eV): 0.8
HOMO-LUMO gap (eV): 9.650
HOMO level (Ha): -0.3260

The natural (NBO) scheme yields these atomic charges, measured in e: number 1, C, carries -0.516; number 2, C, carries -0.622; number 3, S, carries -0.067; number 4, H, carries 0.219; number 5, H, carries 0.218; number 6, H, carries 0.210; number 7, H, carries 0.121; number 8, H, carries 0.215; number 9, H, carries 0.223; number 10, C, carries -0.648; number 11, C, carries -0.179; number 12, C, carries -0.222; number 13, C, carries -0.248; number 14, C, carries -0.015; number 15, C, carries -0.182; number 16, C, carries -0.228; number 17, H, carries 0.201; number 18, H, carries 0.218; number 19, H, carries 0.216; number 20, H, carries 0.217; number 21, H, carries 0.231; number 22, H, carries 0.222; number 23, H, carries 0.214; number 24, H, carries 0.205

It is 4 that is the least stable of them.

1 | ORCA calculation (wB97M-V/def2-TZVPD) on a cluster of 11 separate species, H22O11 in total.

The geometry in ORCA input format:
```
! RIJCOSX wB97M-V def2-TZVPD def2/J DEFGRID3
* xyz 1 2
O 0.498 2.785 -2.429
H 1.322 3.234 -2.619
H 0.658 2.328 -1.603
O 2.634 0.148 2.010
H 2.824 0.204 2.946
H 1.838 -0.381 1.957
O -3.799 -0.295 1.554
H -4.472 -0.068 2.195
H -3.170 0.425 1.601
O -2.309 1.860 0.847
H -3.036 2.441 0.622
H -1.590 2.452 1.071
O 1.043 -2.289 2.083
H 0.562 -2.825 1.452
H 1.389 -2.918 2.717
O -0.071 0.421 -0.527
H 0.282 -0.357 -0.094
H -0.640 0.823 0.129
O 1.804 3.487 0.460
H 1.001 4.003 0.538
H 1.521 2.582 0.590
O 1.381 -2.750 -1.055
H 0.814 -3.211 -0.437
H 1.973 -3.426 -1.387
O 3.401 -1.072 -0.557
H 2.844 -1.788 -0.864
H 2.873 -0.625 0.104
O -2.208 -2.621 -1.478
H -1.906 -1.719 -1.593
H -2.545 -2.648 -0.583
O -1.684 0.287 -2.779
H -1.203 0.345 -1.954
H -2.031 1.169 -2.917
*
```

Computed properties:
LUMO (alpha / beta) (eV): -3.4 / -10.9
HOMO-LUMO gap (alpha / beta) (eV): 10.568 / 2.622
<S²>: 0.76
HOMO level (alpha / beta) (Ha): -0.5138 / -0.4964

The natural (NBO) scheme yields these atomic charges, measured in e: number 1, O, carries -0.831; number 2, H, carries 0.492; number 3, H, carries 0.477; number 4, O, carries -0.961; number 5, H, carries 0.499; number 6, H, carries 0.482; number 7, O, carries -0.961; number 8, H, carries 0.474; number 9, H, carries 0.476; number 10, O, carries -0.968; number 11, H, carries 0.507; number 12, H, carries 0.479; number 13, O, carries -0.959; number 14, H, carries 0.466; number 15, H, carries 0.499; number 16, O, carries -0.968; number 17, H, carries 0.488; number 18, H, carries 0.497; number 19, O, carries -0.914; number 20, H, carries 0.467; number 21, H, carries 0.460; number 22, O, carries -0.949; number 23, H, carries 0.485; number 24, H, carries 0.496; number 25, O, carries -0.528; number 26, H, carries 0.491; number 27, H, carries 0.495; number 28, O, carries -0.908; number 29, H, carries 0.464; number 30, H, carries 0.473; number 31, O, carries -0.696; number 32, H, carries 0.489; number 33, H, carries 0.489

2 | ORCA calculation (wB97M-V/def2-TZVPD) on a cluster of 11 separate species, H22O11 in total.

The geometry in ORCA input format:
```
! RIJCOSX wB97M-V def2-TZVPD def2/J DEFGRID3
* xyz 1 2
O 0.377 2.487 -0.528
H 0.386 1.948 -1.326
H 1.127 3.091 -0.484
O -3.684 2.290 3.298
H -3.044 3.029 3.205
H -3.055 1.594 3.564
O 5.140 0.935 -0.417
H 4.501 0.393 0.095
H 4.598 1.156 -1.224
O -2.035 -1.275 4.394
H -1.869 -2.186 4.636
H -1.994 -1.405 3.398
O 1.546 0.878 0.881
H 0.694 0.525 0.656
H 1.422 1.816 0.888
O -1.329 3.255 2.302
H -0.917 2.703 2.964
H -1.184 2.714 1.481
O 2.962 2.577 -1.429
H 2.859 2.071 -2.250
H 2.849 3.460 -1.836
O -0.841 -1.462 -2.245
H -0.861 -1.695 -3.167
H -1.113 -2.230 -1.754
O 2.274 -3.345 -2.943
H 2.754 -3.751 -2.119
H 1.929 -2.536 -2.580
O -1.563 -4.745 -2.178
H -1.156 -3.903 -2.176
H -1.309 -5.173 -1.367
O -3.224 -1.226 -0.212
H -3.531 -0.403 -0.577
H -2.707 -1.587 -0.950
*
```

Computed properties:
LUMO (alpha / beta) (eV): -3.7 / -11.3
HOMO-LUMO gap (alpha / beta) (eV): 10.181 / 2.168
<S²>: 0.76
HOMO level (alpha / beta) (Ha): -0.5110 / -0.4934

The natural (NBO) scheme yields these atomic charges, measured in e: number 1, O, carries -0.902; number 2, H, carries 0.507; number 3, H, carries 0.508; number 4, O, carries -0.524; number 5, H, carries 0.504; number 6, H, carries 0.489; number 7, O, carries -0.881; number 8, H, carries 0.466; number 9, H, carries 0.466; number 10, O, carries -0.943; number 11, H, carries 0.480; number 12, H, carries 0.462; number 13, O, carries -0.738; number 14, H, carries 0.477; number 15, H, carries 0.484; number 16, O, carries -0.849; number 17, H, carries 0.480; number 18, H, carries 0.503; number 19, O, carries -0.949; number 20, H, carries 0.475; number 21, H, carries 0.482; number 22, O, carries -0.946; number 23, H, carries 0.492; number 24, H, carries 0.455; number 25, O, carries -0.930; number 26, H, carries 0.474; number 27, H, carries 0.457; number 28, O, carries -0.908; number 29, H, carries 0.434; number 30, H, carries 0.475; number 31, O, carries -0.937; number 32, H, carries 0.469; number 33, H, carries 0.465

It is 2 that is the least stable of them.